{"formula": "C26H43NO36S8", "method": "ωB97M-V/def2-TZVPD", "species": ["O", "N", "O", "C", "C", "C", "C", "C", "C", "H", "H", "H", "H", "H", "O", "S", "O", "O", "C", "C", "O", "H", "H", "H", "H", "O", "S", "O", "O", "C", "C", "O", "H", "H", "H", "H", "O", "S", "O", "O", "C", "C", "O", "H", "H", "H", "H", "O", "S", "O", "O", "C", "C", "O", "H", "H", "H", "H", "O", "S", "O", "O", "C", "C", "O", "H", "H", "H", "H", "O", "S", "O", "O", "C", "C", "O", "H", "H", "H", "H", "O", "S", "O", "O", "C", "C", "O", "H", "H", "H", "H", "O", "S", "O", "O", "C", "C", "O", "H", "H", "H", "H", "O", "C", "C", "C", "C", "O", "H", "H", "H", "H", "H", "H"], "positions_angstrom": [[7.1035, 31.8754, 0.1127], [6.7205, 33.0654, 0.3308], [7.0076, 34.0391, -0.3088], [5.7448, 33.2285, 1.4132], [5.1603, 34.4552, 1.7251], [4.2643, 34.5859, 2.7784], [4.0355, 33.4836, 3.5613], [4.5981, 32.2437, 3.3907], [5.4964, 32.1196, 2.3185], [5.4975, 35.3690, 1.2585], [3.8513, 35.5630, 2.9810], [3.2865, 33.6507, 4.3211], [4.2840, 31.3791, 3.9565], [6.0485, 31.1955, 2.2310], [-3.5312, 32.2233, 2.9073], [-2.2676, 33.0032, 2.6847], [-1.7593, 33.7916, 3.8171], [-1.0258, 32.1081, 2.0818], [-0.5627, 32.4757, 0.8127], [-1.2490, 33.8338, 0.5681], [-2.3943, 33.8997, 1.3227], [0.5178, 32.6105, 0.7633], [-0.9036, 31.6884, 0.1404], [-1.4430, 34.1166, -0.4666], [-0.5550, 34.5661, 0.9804], [0.8085, 36.9495, -5.9326], [-0.0738, 37.7469, -5.0517], [0.4497, 37.8356, -3.6641], [-0.2197, 39.2621, -5.7611], [-1.5494, 39.7603, -5.7559], [-2.4370, 38.5211, -5.4584], [-1.6869, 37.4234, -5.2554], [-1.7036, 40.6365, -5.1262], [-1.6444, 40.0097, -6.8127], [-3.0813, 38.1498, -6.2553], [-3.2765, 38.5735, -4.7651], [-0.3008, 28.0855, 12.1803], [-1.3582, 28.6187, 11.3080], [-2.7341, 28.3813, 11.7145], [-1.0883, 30.2412, 11.0540], [-1.2150, 30.5848, 9.6245], [-0.6000, 29.3538, 8.9382], [-1.2246, 28.2478, 9.6766], [-2.2027, 30.6863, 9.1747], [-0.7449, 31.5642, 9.5361], [0.4891, 29.3249, 8.9052], [-0.9953, 29.2593, 7.9268], [-6.0052, 31.1703, -6.6710], [-5.4281, 32.4033, -6.1782], [-4.3069, 33.0267, -6.8440], [-6.6635, 33.5116, -5.7767], [-7.3371, 33.1285, -4.5834], [-6.2754, 32.3530, -3.8009], [-5.1502, 32.0916, -4.5644], [-7.6241, 34.0580, -4.0917], [-8.1673, 32.4796, -4.8621], [-6.5403, 31.3403, -3.4967], [-6.0592, 33.0137, -2.9614], [-2.2344, 41.8985, 0.3398], [-1.1072, 41.6778, 1.2661], [0.2671, 42.0593, 0.9118], [-1.4956, 42.3613, 2.7528], [-1.1607, 41.4896, 3.8233], [-0.4808, 40.1911, 3.2341], [-1.0667, 40.1576, 1.9784], [-0.5106, 42.0310, 4.5106], [-2.0596, 41.1322, 4.3255], [-0.9830, 39.3957, 3.7849], [0.6052, 40.2745, 3.2749], [-10.9282, 35.6343, 9.0677], [-9.9382, 35.5094, 7.9575], [-9.5729, 36.6914, 7.1672], [-8.5278, 34.7512, 8.4993], [-8.2671, 33.5140, 7.8347], [-9.5466, 33.0495, 7.2602], [-10.2857, 34.2727, 6.9427], [-7.5937, 33.9026, 7.0708], [-7.8602, 32.7567, 8.5050], [-10.0269, 32.4374, 8.0236], [-9.3797, 32.3247, 6.4633], [-2.8725, 24.2529, -0.4764], [-2.6556, 25.4808, 0.3418], [-1.4787, 26.3558, 0.0080], [-4.0441, 26.4418, 0.4345], [-4.6097, 26.2438, 1.7242], [-3.4474, 25.9920, 2.6802], [-2.6850, 25.0883, 1.9343], [-5.2279, 27.1003, 1.9930], [-5.1879, 25.3199, 1.7437], [-3.8704, 25.7030, 3.6423], [-2.8988, 26.9336, 2.7024], [4.6939, 30.0215, -5.9166], [3.3055, 30.5258, -5.6320], [3.0809, 31.5597, -4.5658], [2.4813, 30.7663, -7.0301], [1.5761, 29.7663, -7.3468], [1.0174, 29.4180, -5.9749], [2.2202, 29.3331, -5.2117], [0.8494, 30.0176, -8.1193], [2.2909, 29.0100, -7.6711], [0.4493, 28.4883, -6.0089], [0.3454, 30.2215, -5.6735], [-10.9019, 38.9938, -0.5976], [-9.9389, 38.5054, 0.0789], [-10.0781, 37.7492, 1.3687], [-8.7863, 37.0203, 1.5670], [-7.8771, 37.9971, 0.7467], [-8.6790, 38.6571, -0.2150], [-10.2227, 38.4786, 2.1656], [-10.9508, 37.0970, 1.4029], [-8.5436, 36.9708, 2.6284], [-8.8140, 36.0414, 1.0884], [-7.2567, 38.7798, 1.1833], [-7.1292, 37.4141, 0.2093]], "forces_ev_per_angstrom": [[-0.5, 3.0, 0.4], [-0.2, -2.9, -0.1], [0.4, 0.1, -0.2], [-0.7, -1.4, 2.9], [0.7, 0.3, -0.4], [1.2, -0.4, -0.8], [-2.0, 0.6, 1.1], [0.8, 0.2, -1.9], [0.2, 0.9, -0.7], [-0.1, -0.2, -0.6], [-0.2, -0.1, 0.2], [0.0, -0.3, 0.4], [0.3, 0.1, 0.2], [-0.1, 0.0, -0.5], [4.0, 2.2, -1.1], [-1.2, -0.5, 1.3], [-1.0, -1.5, -2.5], [-1.1, -0.1, 2.3], [-1.1, 0.4, -1.4], [2.5, 0.7, -0.5], [-2.2, -0.9, 1.9], [-0.1, -0.3, 0.3], [0.2, 0.1, -0.3], [-0.2, -0.4, 0.1], [0.1, 0.3, -0.2], [-3.1, 1.7, 1.6], [3.5, 0.2, -0.2], [-2.6, 0.1, -3.0], [0.8, -1.7, 1.7], [-0.3, -0.8, -1.2], [-3.4, 1.2, -1.2], [4.4, -2.5, 1.8], [0.2, -0.3, 0.2], [-0.6, 0.5, 0.2], [0.3, 0.9, -1.2], [0.8, 0.8, 1.3], [-1.9, 1.3, -2.5], [0.0, 0.2, 0.7], [2.1, 0.4, -1.1], [-0.8, -1.1, -0.5], [0.8, -0.7, 0.4], [-0.8, 0.2, 0.1], [0.8, 0.6, 1.5], [-0.6, -0.1, 1.0], [0.4, -0.4, -0.1], [-0.1, -0.3, 0.4], [0.1, -0.1, 0.0], [0.6, 1.8, 0.1], [-1.2, -0.4, 1.6], [-2.0, -0.6, 1.3], [1.9, -0.6, -1.8], [0.4, -0.9, -1.1], [-0.8, -0.3, 1.6], [1.8, 1.2, -2.6], [-0.2, -0.3, -0.1], [-0.3, 0.3, 0.2], [-0.9, 0.4, 0.5], [0.7, -0.5, 0.2], [2.9, -1.1, 2.5], [0.2, 0.9, 0.8], [-3.0, -0.9, 0.5], [0.3, -0.4, -1.9], [0.7, -0.6, 0.4], [-1.3, 2.0, 1.5], [-0.3, 0.5, -3.4], [-0.1, -0.1, 0.0], [-0.2, 0.5, 0.0], [1.0, -0.4, 0.0], [-0.1, -0.5, -0.3], [2.9, -0.6, -3.3], [0.2, 0.2, 1.2], [-0.9, -2.6, 1.6], [-2.1, 1.3, 1.0], [0.9, 1.5, -0.7], [-0.7, -0.2, 0.9], [0.0, -0.2, 0.1], [0.5, -1.1, -0.3], [0.3, 0.4, 0.0], [-0.8, 0.5, 0.1], [-0.3, 0.9, -0.8], [0.4, 3.6, 2.6], [1.5, 0.0, -2.2], [-3.8, -2.5, 1.3], [1.9, -1.1, -0.3], [-0.5, -0.4, 0.7], [-1.2, 2.5, -1.3], [1.0, -1.4, -1.0], [0.1, 0.0, -0.2], [-0.4, 0.1, -0.3], [0.8, -0.7, -0.1], [0.2, 0.0, 0.8], [-4.7, 1.5, 0.8], [0.2, -0.2, 1.9], [1.0, -2.5, -3.8], [2.2, 3.6, 0.8], [0.3, -1.9, 0.5], [0.0, 0.0, -1.4], [1.0, 0.0, 0.5], [0.3, 0.5, 0.2], [-0.9, -1.0, -0.5], [0.5, -0.2, 0.5], [0.2, 0.1, 0.5], [3.9, -1.9, 2.4], [-5.5, 1.8, -2.0], [-1.3, -0.4, 0.5], [0.7, 1.5, -0.3], [1.9, -1.2, -0.1], [0.4, 0.1, -0.8], [0.0, 0.2, 0.0], [-0.1, 0.2, -0.3], [0.3, -0.3, -0.2], [0.2, 0.0, 0.2], [-0.5, -0.1, 1.0], [-0.1, -0.1, -0.3]], "homo_lumo_gap_ev": 9.5, "lumo_energy_ev": -0.7}

=====

{"formula": "C26H43NO8", "method": "ωB97M-V/def2-TZVPD", "species": ["C", "C", "C", "C", "C", "C", "C", "C", "C", "C", "C", "O", "N", "C", "C", "C", "C", "O", "O", "C", "C", "C", "O", "H", "H", "H", "H", "H", "H", "H", "H", "H", "H", "H", "H", "H", "H", "H", "H", "H", "H", "H", "H", "H", "H", "H", "C", "O", "C", "C", "O", "C", "H", "H", "H", "H", "H", "H", "H", "H", "H", "H", "C", "O", "C", "C", "O", "C", "H", "H", "H", "H", "H", "H", "H", "H", "H", "H"], "positions_angstrom": [[1.1952, -2.2059, 1.1638], [0.9407, -3.3863, 0.2255], [1.1551, -3.0812, -1.2864], [1.2843, -1.6053, -1.6664], [0.0267, -0.7741, -1.5188], [0.0762, 0.5427, -1.9026], [-0.9879, 1.3879, -1.7999], [-2.1432, 0.8746, -1.2931], [-2.2039, -0.4345, -0.9027], [-1.1449, -1.2727, -1.0022], [-3.6016, -0.6647, -0.3503], [-3.9346, -1.6359, 0.2915], [-4.3281, 0.4735, -0.6767], [-5.6541, 0.3778, -1.3101], [-6.6732, -0.3623, -0.4082], [-7.2227, -1.7087, -0.9401], [-6.3345, -2.4449, -1.9098], [-6.4268, -2.2035, -3.1028], [-5.4802, -3.3950, -1.4649], [-4.2256, -3.4083, -2.1474], [-4.0946, -4.5116, -3.2021], [-3.4718, 1.5406, -1.0285], [-3.7732, 2.7121, -1.0599], [2.1878, -1.7742, 1.0309], [1.1708, -2.5847, 2.1884], [0.4447, -1.4226, 1.0876], [-0.0760, -3.7534, 0.3808], [1.5786, -4.2083, 0.5508], [2.0990, -3.5564, -1.5663], [0.3926, -3.5725, -1.8928], [2.1058, -1.1375, -1.1236], [1.5511, -1.5033, -2.7225], [1.0189, 0.9228, -2.2814], [-0.9238, 2.4303, -2.0800], [-1.2503, -2.2985, -0.6811], [-5.6067, 0.0058, -2.3353], [-5.9928, 1.4108, -1.3804], [-6.2432, -0.4320, 0.5848], [-7.5356, 0.2937, -0.2888], [-7.4048, -2.3556, -0.0767], [-8.1924, -1.5516, -1.3993], [-3.4719, -3.5866, -1.3807], [-3.9659, -2.4420, -2.5768], [-5.0532, -4.8901, -3.5457], [-3.5361, -4.1270, -4.0554], [-3.5162, -5.3461, -2.8062], [4.5235, 0.4359, -1.9800], [3.4827, 1.3546, -1.6949], [3.5303, 1.8520, -0.3617], [4.1253, 3.2425, -0.3069], [5.4992, 3.2389, -0.6634], [5.7289, 3.6789, -1.9908], [4.5537, 0.2893, -3.0589], [5.4946, 0.8101, -1.6490], [4.3215, -0.5280, -1.4990], [4.0825, 1.1686, 0.2895], [2.4967, 1.8967, -0.0019], [4.0639, 3.6062, 0.7239], [3.5591, 3.9281, -0.9447], [5.6101, 4.7657, -2.0559], [5.0531, 3.1958, -2.7003], [6.7541, 3.4228, -2.2540], [3.8062, 2.7431, 6.1894], [2.5362, 3.1287, 5.6922], [2.5703, 3.5272, 4.3307], [2.0657, 2.4305, 3.4168], [2.9393, 1.3103, 3.4182], [2.4560, 0.2357, 4.2040], [3.6524, 2.2413, 7.1435], [4.3157, 2.0564, 5.5095], [4.4328, 3.6263, 6.3532], [3.5795, 3.8353, 4.0407], [1.9113, 4.3957, 4.2345], [2.0366, 2.8107, 2.3900], [1.0495, 2.1353, 3.6938], [1.6438, -0.2604, 3.6614], [2.0979, 0.5638, 5.1823], [3.2697, -0.4734, 4.3499]], "forces_ev_per_angstrom": [[0.1, -0.5, 0.4], [-0.3, 0.4, -0.2], [0.7, -0.2, 0.3], [-0.6, -0.1, -0.3], [0.9, -0.8, 0.2], [1.3, 0.6, -0.6], [-0.2, 1.2, -0.1], [-0.8, 0.9, 0.3], [-1.8, 0.4, 0.6], [0.0, -1.1, 0.3], [1.7, -0.9, -0.1], [-0.5, 0.6, -0.5], [-1.0, 0.0, -0.2], [-0.7, 0.8, 1.1], [0.0, 0.3, -0.6], [0.2, -0.8, 1.3], [-0.5, 0.0, -1.9], [0.4, 0.1, 0.8], [-0.3, 1.1, 0.7], [0.9, -0.8, -0.3], [0.2, 0.1, 0.1], [0.6, 0.0, -0.2], [0.1, -1.0, -0.3], [0.0, 0.1, -0.1], [-0.1, 0.1, 0.0], [0.0, 0.1, -0.1], [0.0, 0.1, 0.1], [0.1, 0.0, -0.2], [0.0, 0.0, -0.1], [-0.1, 0.1, 0.0], [-0.1, 0.1, 0.1], [0.2, -0.3, 0.0], [0.0, 0.0, 0.0], [0.0, 0.0, -0.1], [0.1, -0.1, 0.0], [0.2, -0.3, 0.1], [0.1, 0.0, -0.1], [0.1, -0.4, 0.0], [0.0, 0.0, -0.1], [0.1, 0.0, 0.0], [0.1, 0.0, -0.4], [-0.2, 0.0, 0.2], [-0.5, 0.2, -0.1], [-0.1, 0.2, 0.0], [-0.1, 0.0, -0.1], [-0.1, -0.1, 0.0], [-0.1, 0.0, 0.0], [0.2, 0.0, 0.0], [-0.3, 0.1, -0.2], [0.2, -0.1, 0.3], [-0.1, 0.0, -0.2], [0.1, 0.0, 0.1], [-0.1, 0.0, 0.0], [0.0, 0.0, 0.0], [0.1, 0.0, 0.0], [0.0, 0.0, 0.0], [0.0, 0.0, 0.1], [-0.1, 0.0, 0.0], [0.0, 0.0, 0.0], [0.0, 0.0, -0.1], [0.0, 0.0, 0.0], [0.0, 0.0, 0.1], [0.0, 0.0, 0.1], [0.2, -0.1, -0.1], [-0.3, 0.1, 0.2], [0.3, 0.0, -0.3], [0.0, 0.1, 0.2], [-0.1, -0.1, -0.2], [-0.1, 0.0, 0.0], [0.0, 0.0, 0.0], [0.1, 0.0, 0.0], [0.0, -0.1, 0.0], [0.0, 0.0, -0.1], [-0.1, 0.1, 0.0], [0.0, 0.0, 0.1], [-0.1, -0.1, 0.2], [0.0, 0.1, 0.0], [0.0, 0.0, -0.1]], "homo_lumo_gap_ev": 9.3, "lumo_energy_ev": -0.1}